[1]
The following is a DFT calculation (the ωB97M-V functional and the def2-TZVPD basis) of a single C27H36ClN3O2 molecule in a non-equilibrium geometry.

XYZ file:
```
69
C27H36ClN3O2 the ωB97M-V functional and the def2-TZVPD basis
C -4.581 -1.426 2.260
C -3.504 -0.970 2.055
C -2.225 -0.375 1.744
C -2.236 0.435 0.464
C -3.149 0.212 -0.530
C -3.104 0.944 -1.739
C -4.103 0.608 -2.805
C -3.893 -0.762 -3.487
C -2.425 -1.191 -3.681
C -2.019 -2.431 -2.855
C -1.021 -2.167 -1.741
C -0.238 -3.418 -1.396
O 0.659 -3.141 -0.307
C 0.558 -3.984 0.739
O -0.484 -4.409 1.162
C 1.855 -4.334 1.351
C 2.035 -4.291 2.664
C -2.136 1.903 -1.890
Cl -2.025 2.843 -3.348
C -1.175 2.165 -0.887
N -0.222 3.122 -1.097
C 0.659 3.268 -0.144
C 1.742 4.280 -0.365
C 3.065 3.593 -0.756
N 4.261 4.397 -0.499
C 0.631 2.511 1.064
C 1.646 2.731 2.164
C 2.072 1.428 2.830
C 2.941 0.509 1.966
C 2.144 -0.373 1.010
C 3.701 -0.439 2.903
N -0.306 1.624 1.282
C -1.231 1.422 0.289
H -5.543 -1.846 2.384
H -1.529 -1.201 1.578
H -1.816 0.193 2.568
H -3.907 -0.542 -0.423
H -4.165 1.397 -3.535
H -5.077 0.578 -2.317
H -4.387 -1.524 -2.896
H -4.351 -0.687 -4.464
H -2.312 -1.479 -4.721
H -1.722 -0.378 -3.526
H -1.584 -3.160 -3.533
H -2.905 -2.865 -2.403
H -1.511 -1.858 -0.824
H -0.297 -1.397 -1.993
H 0.371 -3.727 -2.240
H -0.921 -4.226 -1.152
H 2.637 -4.604 0.658
H 2.949 -4.618 3.122
H 1.226 -3.912 3.265
H 1.845 4.937 0.494
H 1.438 4.890 -1.208
H 3.009 3.342 -1.810
H 3.150 2.676 -0.182
H 4.740 4.077 0.329
H 4.031 5.370 -0.351
H 2.531 3.232 1.800
H 1.165 3.346 2.920
H 1.231 0.855 3.208
H 2.667 1.700 3.699
H 3.685 1.071 1.404
H 1.771 0.155 0.135
H 2.782 -1.185 0.675
H 1.289 -0.818 1.508
H 3.992 0.055 3.823
H 4.574 -0.867 2.419
H 3.054 -1.268 3.170
```

orbital gap	8.434	eV
multiplicity	1
SMILES	C#CCc1cc(CCCCCCOC(=O)C=C)c(Cl)c2nc(CCN)c(CCC(C)C)nc12
HOMO energy	-8.6	eV
calculated total energy	-49669.1632	eV



[2]
The following is a DFT calculation (the ωB97M-V functional and the def2-TZVPD basis) of a molecular structure, C27H36CuN5OSeSi.

XYZ file:
```
72
C27H36CuN5OSeSi the ωB97M-V functional and the def2-TZVPD basis
Cu -0.085 -1.045 -0.192
N -2.934 0.089 0.082
C -3.110 1.203 0.868
C -4.297 1.929 0.658
C -4.698 2.950 1.487
C -3.916 3.243 2.591
C -2.704 2.597 2.749
C -2.186 1.638 1.860
C -0.726 1.268 2.026
C -0.034 2.082 2.949
C 1.300 1.931 3.272
C 2.045 0.960 2.634
C 1.415 0.193 1.671
C 0.057 0.303 1.328
H -3.720 -0.088 -0.525
H -2.659 -0.771 0.568
H -4.931 1.620 -0.167
H -5.629 3.473 1.302
H -4.234 3.978 3.320
H -2.135 2.874 3.623
H -0.539 2.902 3.435
H 1.748 2.586 4.010
H 3.096 0.815 2.856
H 2.031 -0.527 1.137
Se 0.732 -2.641 -2.021
C 2.561 -2.716 -1.466
C 2.898 -2.784 -0.112
C 4.226 -2.822 0.284
C 5.244 -2.811 -0.660
C 4.916 -2.767 -2.008
C 3.590 -2.720 -2.411
H 2.105 -2.820 0.626
H 4.469 -2.861 1.341
H 6.281 -2.845 -0.348
H 5.703 -2.764 -2.754
H 3.332 -2.675 -3.462
C -1.921 -5.047 0.910
Si -1.724 -3.291 1.596
C -0.459 -3.439 3.001
C -3.411 -2.798 2.321
O -1.324 -2.212 0.500
H -2.084 -5.758 1.726
H -1.028 -5.356 0.361
H -2.771 -5.118 0.226
H -0.797 -4.138 3.770
H -0.272 -2.470 3.471
H 0.493 -3.806 2.607
H -3.743 -3.508 3.085
H -4.166 -2.776 1.531
H -3.375 -1.802 2.771
C 0.987 2.207 -0.987
N 0.427 1.082 -1.746
C 1.424 0.653 -2.741
N 1.805 1.747 -3.645
C 2.329 2.847 -2.839
N 1.355 3.331 -1.858
C 0.155 3.755 -2.582
N -0.426 2.673 -3.381
C -0.754 1.569 -2.468
C 0.596 2.208 -4.323
H 1.872 1.870 -0.444
H 0.246 2.546 -0.261
H 1.016 -0.168 -3.325
H 2.315 0.292 -2.222
H 2.609 3.674 -3.498
H 3.217 2.499 -2.306
H 0.417 4.583 -3.247
H -0.589 4.099 -1.860
H -1.181 0.744 -3.042
H -1.489 1.922 -1.747
H 0.855 3.030 -4.996
H 0.183 1.383 -4.909
```

charge	-1
orbital gap (alpha / beta)	7.068 / 7.039	eV
multiplicity	2
HOMO energy (alpha / beta)	-4.3 / -4.3	eV
calculated total energy	-155947.7728	eV



[3]
The following is a DFT calculation (the ωB97M-V functional and the def2-TZVPD basis) of 6 unconnected molecules or ions with the total composition C27H36F5INO18.

XYZ file:
```
88
C27H36F5INO18 the ωB97M-V functional and the def2-TZVPD basis
C 0.194 1.714 1.723
C -0.048 2.722 0.637
O -0.291 3.893 0.785
O 0.088 2.157 -0.589
C -0.131 2.993 -1.729
C -1.516 2.764 -2.340
I -1.390 4.043 -4.130
C -2.657 3.293 -1.452
C -3.707 2.252 -1.004
C -4.788 2.142 -2.088
C -4.354 2.674 0.318
N -3.010 0.951 -0.781
O -2.423 0.862 0.357
C -2.353 0.253 -1.931
C -1.326 -0.741 -1.399
C -3.412 -0.570 -2.717
C -1.637 1.305 -2.834
H -0.680 1.060 1.777
H 1.071 1.107 1.487
H 0.352 2.233 2.669
H 0.635 2.705 -2.456
H 0.011 4.038 -1.440
H -2.218 3.790 -0.578
H -3.218 4.059 -1.996
H -4.371 1.949 -3.081
H -5.518 1.362 -1.847
H -5.320 3.100 -2.138
H -3.616 3.077 1.016
H -4.829 1.812 0.799
H -5.118 3.435 0.126
H -0.454 -0.245 -0.970
H -1.809 -1.384 -0.658
H -1.021 -1.387 -2.228
H -3.231 -0.512 -3.796
H -3.349 -1.627 -2.429
H -4.430 -0.250 -2.520
H -0.608 0.951 -2.965
H -2.099 1.293 -3.825
C 3.262 -1.386 -0.887
C 4.247 -0.963 -1.960
O 3.420 -0.878 -3.110
C 2.142 -0.664 -2.712
O 1.249 -0.357 -3.431
O 2.036 -0.840 -1.375
F 5.211 -1.891 -2.173
H 3.184 -2.474 -0.848
H 3.480 -0.985 0.099
H 4.728 0.000 -1.793
C -2.653 -5.664 -4.044
C -3.246 -6.134 -2.727
O -2.281 -5.715 -1.787
C -1.565 -4.686 -2.317
O -0.819 -3.995 -1.714
O -1.855 -4.554 -3.635
F -3.378 -7.479 -2.669
H -2.011 -6.444 -4.458
H -3.385 -5.344 -4.778
H -4.207 -5.683 -2.473
C 8.746 -0.647 0.208
C 9.772 -0.223 -0.828
O 8.968 0.081 -1.951
C 7.714 0.374 -1.525
O 6.856 0.836 -2.200
O 7.583 0.067 -0.215
F 10.628 -1.218 -1.149
H 8.564 -1.720 0.131
H 8.998 -0.374 1.228
H 10.354 0.661 -0.561
C -0.135 2.494 6.395
C 1.186 2.978 6.964
O 2.095 1.983 6.524
C 1.579 1.377 5.424
O 2.172 0.642 4.708
O 0.291 1.747 5.254
F 1.188 3.016 8.315
H -0.629 1.826 7.102
H -0.811 3.286 6.086
H 1.518 3.948 6.591
C -2.424 -1.249 2.886
C -1.741 -1.191 4.239
O -2.045 -2.453 4.792
C -2.303 -3.326 3.774
O -2.398 -4.499 3.904
O -2.417 -2.653 2.611
F -2.253 -0.223 5.039
H -3.454 -0.899 2.975
H -1.920 -0.709 2.093
H -0.657 -1.065 4.203
```

orbital gap (alpha / beta)	8.539 / 9.680	eV
multiplicity	2
HOMO energy (alpha / beta)	-8.2 / -9.3	eV
calculated total energy	-88615.5930	eV